Here is 8 unconnected molecules or ions with the total composition C16H48N2O8 from the OMol25 dataset. Energies are from the ωB97M-V functional and the def2-TZVPD basis.

## Properties
Orbital gap ... 9.1 eV
HOMO ... -8.868 eV

Last column: Löwdin charge in e.
Positions of all 74 atoms, in Å:
N 16.827 -29.141 -11.836  0.160
C 16.300 -29.910 -12.766  -0.687
N 15.282 -29.369 -13.289  0.164
O 16.789 -31.105 -13.239  -0.097
H 17.802 -29.517 -11.433  0.127
H 16.639 -28.229 -11.398  0.085
H 14.871 -29.958 -14.019  0.135
H 14.828 -28.523 -12.986  0.078
C 13.833 -28.267 -17.799  -0.037
C 15.027 -28.067 -16.966  -0.634
C 15.859 -26.792 -17.452  -0.013
O 14.875 -28.015 -15.744  -0.011
H 13.239 -27.348 -17.891  0.095
H 13.137 -28.966 -17.320  0.078
H 14.157 -28.686 -18.710  0.074
H 15.699 -28.989 -16.985  0.166
H 15.250 -25.887 -17.345  0.080
H 15.985 -26.748 -18.506  0.054
H 16.808 -26.654 -16.956  0.059
H 15.678 -27.731 -15.327  0.058
C 10.679 -29.847 -14.520  -0.033
C 12.019 -29.886 -13.948  -0.745
C 12.304 -31.127 -13.237  -0.026
O 12.821 -29.857 -14.847  0.038
H 9.864 -29.755 -13.712  0.120
H 10.454 -30.729 -15.097  0.084
H 10.585 -29.068 -15.221  0.067
H 12.152 -29.052 -13.285  0.131
H 13.348 -31.290 -12.967  0.078
H 11.994 -31.993 -13.846  0.108
H 11.657 -31.173 -12.404  0.073
H 13.014 -28.953 -15.011  0.085
C 15.087 -31.240 -9.330  -0.059
C 13.872 -31.010 -10.098  -0.691
C 12.620 -30.999 -9.224  -0.018
O 13.848 -29.905 -10.670  0.009
H 15.253 -32.166 -8.759  0.096
H 15.335 -30.501 -8.531  0.094
H 15.876 -31.122 -10.053  0.061
H 13.932 -31.803 -10.858  0.146
H 12.831 -30.226 -8.437  0.105
H 12.533 -31.977 -8.823  0.063
H 11.700 -30.866 -9.769  0.067
H 14.478 -29.891 -11.382  0.055
C 17.519 -24.661 -10.528  -0.019
C 18.021 -26.053 -10.245  -0.667
C 18.999 -26.161 -9.084  -0.026
O 17.084 -26.876 -10.133  -0.042
H 16.671 -24.805 -11.237  0.080
H 18.293 -24.046 -10.975  0.085
H 17.158 -24.164 -9.611  0.094
H 18.658 -26.353 -11.114  0.152
H 19.898 -25.551 -9.270  0.097
H 19.338 -27.193 -9.000  0.045
H 18.545 -25.897 -8.106  0.100
H 16.648 -26.642 -9.288  0.156
C 18.775 -29.727 -9.265  -0.111
O 19.244 -29.491 -10.599  -0.138
H 18.649 -30.807 -9.280  0.092
H 17.843 -29.168 -9.258  0.056
H 19.586 -29.352 -8.512  0.119
H 19.533 -28.619 -10.684  0.034
C 18.476 -27.990 -14.407  -0.166
O 17.221 -27.508 -14.313  -0.162
H 19.001 -27.516 -13.543  0.088
H 18.901 -27.863 -15.377  0.081
H 18.328 -29.047 -14.205  0.082
H 16.779 -28.080 -13.610  0.060
C 14.578 -26.501 -11.615  -0.176
O 13.757 -27.077 -12.576  -0.140
H 14.229 -25.452 -11.411  0.107
H 15.536 -26.512 -12.039  0.037
H 14.569 -27.047 -10.622  0.103
H 12.790 -27.069 -12.296  0.138



Here is 9 unconnected molecules or ions with the total composition C16H48NO19 from the OMol25 dataset. Energies are from the ωB97M-V functional and the def2-TZVPD basis.

## Properties
Orbital gap ... 6.9 eV
HOMO ... -4.873 eV
Net charge ... -1

Last column: Löwdin charge in e.
Positions of all 84 atoms, in Å:
N -0.118 -0.149 -0.093  -0.747
O -0.510 -0.209 1.039  -0.073
O -0.866 0.203 -0.980  -0.073
O 1.074 -0.300 -0.303  -0.090
C 5.948 -0.358 -5.677  -0.227
C 5.307 -0.267 -4.306  -0.273
O 4.085 -0.953 -4.282  -0.053
O 5.266 0.547 -6.588  -0.065
H 5.959 -1.396 -6.009  0.112
H 7.018 -0.173 -5.587  0.109
H 5.156 0.789 -4.084  0.117
H 5.951 -0.687 -3.533  0.113
H 3.635 -0.840 -3.441  0.093
H 5.862 1.006 -7.185  0.072
C -6.819 -2.811 -1.830  -0.195
C -6.535 -1.301 -1.938  -0.240
O -5.580 -0.787 -0.978  -0.070
O -5.557 -3.520 -2.097  -0.089
H -7.565 -3.111 -2.565  0.112
H -7.137 -2.982 -0.802  0.112
H -7.473 -0.748 -1.883  0.111
H -6.096 -1.071 -2.908  0.113
H -4.721 -1.082 -1.287  0.078
H -5.000 -3.550 -1.315  0.068
C 7.506 1.221 3.292  -0.263
C 6.428 0.595 2.381  -0.267
O 5.137 1.035 2.676  -0.049
O 8.083 2.380 2.800  -0.058
H 8.239 0.425 3.418  0.114
H 7.009 1.538 4.209  0.118
H 6.427 -0.494 2.416  0.111
H 6.744 0.852 1.370  0.117
H 4.654 0.870 1.862  0.092
H 9.039 2.342 2.885  0.084
C -5.187 -2.987 3.737  -0.270
C -4.163 -3.880 3.001  -0.226
O -3.713 -3.397 1.720  -0.059
O -6.251 -2.565 2.945  -0.064
H -4.682 -2.120 4.163  0.114
H -5.727 -3.540 4.504  0.118
H -4.640 -4.840 2.804  0.112
H -3.427 -4.164 3.753  0.111
H -3.191 -2.595 1.799  0.091
H -5.801 -2.268 2.151  0.068
C 2.110 4.913 -4.227  -0.235
C 0.973 4.490 -3.301  -0.217
O -0.074 3.651 -3.887  -0.073
O 1.713 5.188 -5.583  -0.066
H 2.794 4.064 -4.208  0.107
H 2.622 5.769 -3.788  0.109
H 0.446 5.342 -2.872  0.105
H 1.295 3.958 -2.407  0.118
H -0.121 2.859 -3.346  0.074
H 2.500 5.251 -6.129  0.074
C 0.280 1.554 6.422  -0.238
C 0.324 0.020 6.354  -0.250
O -0.781 -0.566 5.648  -0.059
O -0.872 1.977 7.172  -0.065
H 0.144 1.698 5.350  0.108
H 1.213 2.019 6.741  0.117
H 0.495 -0.278 7.389  0.111
H 1.201 -0.307 5.795  0.115
H -0.554 -0.562 4.715  0.084
H -0.699 2.838 7.560  0.072
C -2.737 5.572 2.567  -0.220
C -2.653 4.460 1.484  -0.251
O -2.948 4.984 0.190  -0.063
O -4.134 5.915 2.725  -0.073
H -2.156 6.394 2.148  0.111
H -2.303 5.145 3.471  0.113
H -3.200 3.587 1.839  0.119
H -1.611 4.145 1.426  0.111
H -2.934 4.234 -0.409  0.085
H -4.264 5.766 3.665  0.069
C -0.652 -6.449 -2.970  -0.250
C 0.070 -5.107 -3.008  -0.195
O 1.021 -5.124 -4.133  -0.092
O 0.165 -7.560 -2.635  -0.079
H -1.113 -6.704 -3.924  0.114
H -1.489 -6.498 -2.273  0.118
H 0.663 -4.876 -2.124  0.119
H -0.717 -4.358 -3.105  0.114
H 1.438 -4.266 -4.243  0.073
H 0.777 -7.795 -3.336  0.078



Here is 9 unconnected molecules or ions with the total composition C16H48O20S from the OMol25 dataset. Energies are from the ωB97M-V functional and the def2-TZVPD basis.

## Properties
Orbital gap ... 8.7 eV
HOMO ... -4.244 eV
Net charge ... -2

Last column: Löwdin charge in e.
Positions of all 85 atoms, in Å:
S -0.240 -0.113 0.084  0.523
O -0.602 -1.115 1.117  -0.331
O -1.491 0.650 -0.299  -0.333
O 0.852 0.783 0.524  -0.339
O 0.303 -0.850 -1.045  -0.294
C 0.023 -4.416 1.102  -0.238
C -0.413 -5.967 1.125  -0.174
O 0.549 -6.765 0.394  -0.069
O -0.921 -3.673 1.735  -0.097
H 0.055 -3.979 0.217  0.058
H 1.052 -4.427 1.728  0.161
H -1.232 -6.218 0.556  0.084
H -0.543 -6.137 2.101  0.068
H 0.816 -7.429 0.990  0.037
H -0.993 -2.730 1.342  0.083
C -4.596 0.136 -0.391  -0.282
C -4.554 1.061 0.865  -0.224
O -3.437 1.845 0.825  -0.084
O -3.737 -0.900 -0.319  -0.017
H -4.570 0.691 -1.060  -0.026
H -5.733 -0.153 -0.359  0.154
H -4.487 0.448 1.665  0.071
H -5.445 1.776 0.985  0.144
H -2.708 1.343 0.445  0.008
H -2.872 -0.415 -0.160  0.067
C -0.608 3.031 2.507  -0.202
C -0.547 3.596 1.060  -0.249
O 0.713 3.295 0.510  -0.123
O -2.037 3.336 2.840  -0.168
H 0.010 3.650 3.328  0.149
H -0.257 2.013 2.613  0.067
H -0.581 4.844 1.069  0.177
H -1.298 3.105 0.481  0.074
H 0.955 2.338 0.511  0.003
H -2.450 2.977 1.936  0.084
C 3.499 0.391 2.227  -0.171
C 4.211 1.038 1.087  -0.206
O 3.483 1.070 -0.160  -0.022
O 2.403 1.324 2.529  -0.129
H 3.729 0.282 3.218  0.088
H 3.008 -0.628 1.959  0.143
H 5.318 0.548 1.140  0.171
H 4.426 1.871 1.309  -0.002
H 2.629 0.939 0.156  -0.010
H 1.746 1.452 1.769  0.040
C 3.880 -1.889 -1.903  -0.307
C 2.932 -2.616 -0.932  -0.262
O 1.779 -2.892 -1.630  -0.112
O 4.875 -1.285 -1.275  -0.062
H 3.453 -1.097 -2.345  0.065
H 4.368 -2.439 -2.782  0.149
H 2.584 -2.092 -0.015  0.105
H 3.481 -3.657 -0.451  0.164
H 1.174 -2.119 -1.432  0.033
H 4.688 -0.552 -0.725  0.026
C 1.700 2.668 -4.060  -0.273
C 1.317 1.861 -2.747  -0.257
O 1.322 0.527 -3.085  -0.141
O 1.609 4.010 -3.816  -0.101
H 1.034 2.528 -5.036  0.134
H 2.779 2.699 -4.253  0.111
H 0.227 2.110 -2.452  0.124
H 2.094 1.937 -1.861  0.143
H 0.924 -0.020 -2.299  0.067
H 0.884 4.060 -3.190  0.075
C -1.666 -0.889 4.044  -0.300
C -0.153 -0.717 4.257  -0.238
O 0.503 -1.563 3.381  -0.014
O -2.058 -0.088 3.013  -0.089
H -2.093 -0.538 5.157  0.141
H -2.215 -1.911 3.984  0.137
H 0.084 -0.852 5.319  0.115
H -0.089 0.258 3.993  0.067
H 0.096 -1.465 2.619  -0.077
H -1.648 -0.585 2.228  0.058
C -1.665 1.113 -4.330  -0.295
C -2.782 1.377 -3.183  -0.276
O -2.241 2.078 -2.186  -0.081
O -2.318 0.900 -5.466  -0.047
H -0.812 0.451 -4.200  0.111
H -1.169 2.113 -4.517  0.111
H -3.044 0.319 -2.973  0.114
H -3.783 1.838 -3.690  0.155
H -1.919 1.534 -1.414  0.018
H -1.579 0.939 -6.003  0.048



For each record above, in turn, the calculated energy relative to the best compared isomer or geometry (same formula, charge and spin) values are 7.540; 4.578; 3.845 eV.